Entry 1:
Density functional theory data (ωB97M-V/def2-TZVPD) for a molecular structure, C21H26CdIN3 at a distorted geometry.

Each line ends with the Löwdin charge.
Positions of all 52 atoms, in Å:
C: -2.42841 -0.15477 -2.78855  -0.0203
C: -3.41242 0.83102 -2.71137  -0.0626
H: 2.87087 -3.51039 -2.24155  0.1081
H: -3.05001 -2.22594 2.77668  0.0797
H: 2.55505 3.90244 -0.32731  0.0170
H: -3.45824 -1.33453 0.88509  0.0851
H: 0.53763 -4.29550 -2.98541  0.0993
C: 2.83941 -1.20154 2.62679  -0.1004
H: -1.84332 -1.22116 0.14161  0.0806
C: 0.37050 0.06488 2.47981  -0.2779
I: -0.59879 3.53689 1.45850  0.7215
C: -0.36993 -2.36650 -2.61426  -0.0083
H: 3.10578 -1.14260 -1.64087  0.0791
C: -2.54942 -0.71174 0.82489  -0.0870
H: -1.39093 -2.65537 -2.87344  0.0942
H: -1.28478 -2.46554 2.74477  0.0903
C: 2.79072 1.06465 -1.57030  -0.3535
H: 2.48982 0.65860 -2.52876  -0.0263
H: 2.32001 -1.71686 4.68291  0.0961
C: -0.11969 -1.01271 -2.25010  -0.2107
H: 0.07252 -0.60755 4.56006  0.1079
C: -3.06285 2.07733 -2.19243  -0.0609
H: -3.78300 2.89547 -2.08464  0.1067
Cd: 1.53764 1.98590 -0.16636  1.2202
C: 1.28998 0.32546 1.45787  -0.1913
H: -2.01318 -1.45927 4.03428  0.0805
H: 3.11071 -0.45981 0.61334  0.0488
H: -4.41757 0.61934 -3.05774  0.1071
C: -1.07750 0.47037 2.45220  -0.2963
C: -1.13987 0.09332 -2.27691  -0.2110
C: 0.76558 -0.59226 3.68938  -0.0692
H: -1.36964 0.85362 3.44981  0.1183
H: -1.41748 3.25725 -1.42023  0.0433
H: 3.70504 0.53482 -1.26963  -0.0352
H: -1.25012 1.27232 1.70421  -0.0789
C: -1.72161 2.27419 -1.79931  -0.1919
C: 0.69691 -3.28125 -2.64949  -0.0646
N: -2.00182 -0.57104 2.13867  -0.2844
N: -0.79147 1.31531 -1.80709  0.0862
H: 1.16483 4.74592 -0.71251  -0.0185
C: 2.01189 -1.21864 3.75825  -0.1129
N: 1.10717 -0.69597 -1.87116  0.0365
C: 1.97494 -2.88025 -2.25995  -0.0407
H: 3.80045 -1.73794 2.63510  0.0949
C: 1.53998 4.21144 0.16542  -0.4516
H: 1.83445 4.98351 0.92401  -0.0095
C: 2.11683 -1.54442 -1.87144  -0.1589
C: 2.44230 -0.45261 1.48237  -0.1765
H: 3.00376 2.13284 -1.84875  -0.0769
H: -2.61944 -1.12826 -3.23610  0.1002
C: -2.08394 -1.73261 2.97133  -0.1024
H: -2.79937 0.27012 0.39829  0.0771

## Properties
**Spin multiplicity**: 1
**Frontier orbital gap (spin up / spin down)**: 4.55 / 3.73 eV

Entry 2:
Density functional theory data (ωB97M-V/def2-TZVPD) for a molecular structure, C21H26Cl2N2O5SSi2Te4W at a distorted geometry.

Each line ends with the Löwdin charge.
Positions of all 64 atoms, in Å:
O: 0.17138 0.16212 -2.25669  -0.5142
Si: 0.50887 -1.95028 3.01954  0.4373
H: 2.67679 -2.28098 1.82535  0.0124
H: -3.10265 -2.49791 -1.14375  0.0291
C: -2.00102 0.97675 2.35317  -0.1617
H: 0.39305 -4.49494 1.25849  0.0834
H: 1.08386 -3.70654 4.62629  0.0191
O: -0.18494 2.18757 -0.77632  -0.2735
C: 1.29145 -2.35711 -1.76004  -0.1420
C: -1.37962 2.65371 -0.68769  -0.3942
C: 0.36509 -2.53670 0.37779  -0.4832
H: -3.71013 -1.00013 2.51282  0.0167
H: 1.49680 -1.68267 -2.57951  0.1135
C: -3.97177 3.64042 -0.18349  -0.6090
C: -3.64315 -1.36692 1.48875  -0.1771
C: 0.26756 -3.64167 3.89841  -0.2026
H: -1.83072 -4.77971 2.04128  0.0198
H: 0.25112 0.19518 4.36781  -0.0141
H: -3.73297 -0.53022 0.79479  0.0312
H: 2.83571 -2.59086 3.55431  0.0213
O: -1.36265 -1.48651 -3.25298  -0.3071
W: 0.08365 0.23186 -0.19527  1.1304
N: -1.50047 1.26545 1.18001  -0.0104
H: -4.49808 -2.03175 1.32488  0.0332
H: -3.49946 -4.22299 2.04613  0.0216
H: -1.11563 -0.92084 4.62787  0.0252
H: -3.70231 4.76779 -1.96482  0.1002
N: 0.71389 -1.80974 -0.68592  -0.1326
Te: 1.64517 1.50205 1.94084  0.0874
Te: 3.69300 2.18550 -1.88079  -0.1874
C: -0.03602 -0.85190 4.46088  -0.2099
C: -2.46912 -3.92222 2.26548  -0.1969
C: 1.59926 -3.69817 -1.79731  -0.0571
C: 1.29064 -4.48163 -0.68851  -0.0665
Te: 2.72145 3.83180 2.32464  -0.2280
Cl: -5.57180 4.28751 0.11916  0.6233
C: 0.66991 -3.90413 0.39971  -0.0490
H: 0.44738 -1.25238 5.35741  0.0299
C: -0.36138 -1.68960 1.36485  -0.3902
H: -1.57303 -3.32031 -1.19241  0.0227
C: 2.38411 -1.92308 2.81534  -0.2133
H: 2.06773 -4.11506 -2.67774  0.0988
O: -2.03303 0.84356 -3.19152  -0.2894
H: -3.55086 1.29713 3.80798  0.1067
H: -0.66165 -3.69104 4.46672  0.0084
H: -4.87796 2.78018 2.32930  0.0895
H: 0.32664 -4.53323 3.27577  0.0071
H: -2.96107 -4.12398 -0.44907  0.0290
H: 1.52531 -5.53977 -0.68213  0.0991
Te: 2.92302 0.32671 -0.19500  0.1176
H: -2.40793 -3.71483 3.33233  0.0060
H: -1.47110 0.24176 2.93660  0.0601
C: -3.19514 1.56335 2.82175  -0.0560
C: -1.96242 3.59901 -1.51759  -0.5856
C: -3.26426 4.05852 -1.27589  -0.1231
C: -3.41003 2.72836 0.73491  -0.1726
Cl: -1.08393 4.20260 -2.87190  0.7141
Si: -2.12656 -2.42481 1.13778  0.5098
C: -3.92568 2.38023 2.00644  -0.0183
O: -1.72461 -0.39432 -1.06145  -0.4737
S: -1.31290 -0.22522 -2.56117  0.3783
C: -2.45375 -3.16013 -0.57245  -0.1608
H: 2.81627 -0.93187 2.94277  -0.0424
C: -2.14050 2.21263 0.44176  -0.1403

## Properties
**Net charge**: -2
**Spin multiplicity**: 1
**Frontier orbital gap**: 5.41 eV
**Relative energy (zero: lowest compared OMol25 entry of this formula, charge and spin)**: 1.623 eV

Entry 3:
Density functional theory data (ωB97M-V/def2-TZVPD) for a molecular structure, C21H26ClN3O2 at a distorted geometry.

Each line ends with the Löwdin charge.
Positions of all 53 atoms, in Å:
C: -1.89890 2.88349 5.36051  0.0254
C: -0.69167 0.88712 0.58431  -0.2714
H: -3.24318 5.68536 2.96984  0.1403
H: -3.43768 3.43979 2.18949  0.0867
H: -3.96307 -0.47868 1.78614  0.1857
C: -0.60326 -1.75149 -1.76351  -0.1850
H: -1.16637 0.14389 -2.08002  0.1187
C: -2.23779 5.06295 4.84421  -0.2156
H: -2.79580 -1.47728 -0.01225  0.0731
C: 4.79069 -2.65916 -5.31275  -0.1191
C: -0.08634 -2.18832 -3.19111  -0.2779
H: -2.42040 -1.34280 2.11577  0.1165
C: -2.72942 -0.34680 1.81377  -0.1883
C: 3.76186 -2.27279 -3.09204  -0.1405
H: -0.48157 0.09408 2.60203  0.1996
C: 2.47206 -2.26622 -3.78995  -0.1451
H: -1.81068 -2.05847 -1.89477  0.1776
C: -1.14394 1.16380 2.05117  -0.1707
H: 1.74666 -2.07493 -1.70872  0.1644
C: -0.74870 -0.46636 -1.36281  -0.2755
C: 3.56072 -2.75911 -5.79961  -0.4956
C: -2.96793 1.29591 3.41160  -0.1577
C: 5.01044 -2.29359 -3.93969  0.0540
H: 5.80387 -2.43271 -3.58557  -0.0366
C: 5.04589 -2.24720 -1.07030  0.0024
H: 5.55340 -2.83048 -6.07876  0.1159
C: -2.44966 -0.55475 0.22858  -0.0833
N: -1.04070 -0.16074 -0.03596  -0.2124
O: 3.65996 -2.10469 -1.70585  -0.1595
N: 1.42046 -2.14130 -2.75919  0.0808
H: 1.37142 -2.39578 -5.29903  0.0082
Cl: 3.11993 -2.67669 -7.64739  0.4938
H: 5.55137 -3.09547 -1.34536  0.0483
O: -0.45567 -2.17087 -4.33985  0.1056
H: -1.18815 1.64279 -0.00705  0.1170
H: -1.36899 4.37751 6.62805  0.1831
H: -2.33159 0.19582 4.40545  0.1855
C: 2.30132 -2.36178 -5.14702  -0.0329
H: 0.45788 1.17297 0.37144  0.1739
H: -3.91076 1.03766 3.60942  0.0652
H: -3.06814 0.08847 -0.35143  0.1109
H: 0.52979 -0.12657 -1.38329  0.2013
H: 4.81511 -2.00400 0.03271  0.1136
H: -0.80051 1.97498 2.42809  0.0618
H: -1.93192 1.99435 5.88030  0.0697
N: -2.37781 0.85600 2.25940  -0.2603
H: -2.04573 6.24960 5.16947  0.1889
C: -3.14119 3.60940 3.15202  0.0017
H: -0.39694 -2.52822 -1.14193  0.0928
C: -2.69339 2.58433 4.09390  -0.1331
H: 5.56495 -1.20670 -1.43112  0.1443
C: -2.86074 4.85647 3.68485  -0.0954
C: -2.04920 4.17720 5.60382  -0.2506

## Properties
**Spin multiplicity**: 1
**Frontier orbital gap**: 8.66 eV
**Relative energy (zero: lowest compared OMol25 entry of this formula, charge and spin)**: 20.223 eV

Entry 4:
Density functional theory data (ωB97M-V/def2-TZVPD) for a molecular structure, C21H26ClNOP2Pr at a distorted geometry.

Each line ends with the Löwdin charge.
Positions of all 53 atoms, in Å:
H: 1.50933 -2.50905 -4.63083  0.1235
H: 4.00416 -0.31230 0.99493  0.0352
H: -3.77046 -3.65547 0.31536  0.1229
H: -2.08356 -3.39024 -1.74333  0.1690
H: 5.23015 1.07083 -1.56612  0.0716
C: -0.67217 3.71658 1.81709  -0.2711
C: -3.45472 -2.64584 0.51419  -0.0081
C: -4.23491 -1.80363 1.30280  -0.0344
C: 0.00706 -1.08540 -1.33923  -0.1792
C: -2.61735 -0.02047 0.93768  -0.2104
H: 3.84971 2.46409 1.01225  0.0739
H: -4.42096 0.18135 2.07540  0.1181
P: 3.02207 1.03234 -0.69540  0.7501
H: 2.12817 2.83577 0.69860  0.0406
C: 1.46659 -0.83471 -3.24995  -0.0429
H: -0.83452 3.93418 0.74838  0.0499
C: -1.36188 -3.18228 -0.89340  -0.2658
H: -5.14998 -2.15469 1.76927  0.1152
H: 3.20300 -1.30175 -0.31413  0.0461
H: 4.14935 2.13150 -2.51773  0.0665
H: 2.16608 -0.25223 -3.84876  0.1111
C: 3.16400 -0.37702 0.28567  -0.4001
P: -0.79024 1.91061 2.15287  0.8270
C: -0.27115 -3.65223 0.33586  0.0336
H: -2.22052 2.87780 3.90275  0.0492
H: -3.10202 2.04180 1.34475  0.1016
Pr: 0.87220 -0.53434 1.45799  0.6096
H: -1.93992 1.80380 0.00086  0.0905
H: -1.60830 -4.18413 -1.01006  0.1274
C: 3.08868 2.57355 0.22947  -0.1588
Cl: -0.26590 -1.41016 3.59969  0.0323
C: 1.08476 -2.09983 -3.69831  -0.0530
C: -2.23179 1.44978 1.00748  -0.2710
C: -1.70973 1.91598 3.74773  -0.2665
C: -1.80028 -0.95967 0.26797  -0.2043
H: 1.55259 1.74755 -2.41859  0.1135
H: -0.95101 1.78060 4.53091  0.0411
H: 0.62683 1.52765 -0.91782  0.0871
H: -2.42801 1.08442 3.80442  0.0457
H: 3.38890 3.38298 -0.45114  0.0732
N: -0.46063 -0.61917 -0.07539  -0.2245
C: 1.39336 1.06433 -1.56530  -0.2034
H: -0.18335 -3.81103 -3.28848  0.1297
C: -0.38787 -2.33622 -1.78962  -0.1108
C: 0.13465 -2.81286 -2.98678  -0.0157
H: 0.34958 4.00943 2.10765  0.0318
C: -3.79498 -0.49378 1.50224  -0.0296
H: -1.39504 4.27658 2.43181  0.0489
H: 4.10305 0.35869 -2.75059  0.0567
O: 0.72340 -3.34923 0.94109  0.0521
C: -2.23567 -2.24599 0.00263  -0.1263
C: 0.92756 -0.29840 -2.07649  -0.1877
C: 4.23169 1.15994 -2.01232  -0.1811

## Properties
**Expectation value of S²**: 2.003
**Net charge**: +1
**Spin multiplicity**: 3
**Frontier orbital gap (spin up / spin down)**: 7.37 / 7.42 eV
**Relative energy (zero: lowest compared OMol25 entry of this formula, charge and spin)**: 5.146 eV

Entry 5:
Density functional theory data (ωB97M-V/def2-TZVPD) for a molecular structure, C21H26F3IrN8O2 at a distorted geometry.

Each line ends with the Löwdin charge.
Positions of all 61 atoms, in Å:
H: 3.54228 -0.68458 2.99463  0.1041
F: 2.80416 -0.23199 -1.04186  0.0585
H: -3.71328 2.10555 2.63365  0.1235
H: 0.08265 4.08727 2.89615  0.1307
H: 4.22700 0.95335 3.18563  0.0991
H: -1.88949 -4.24457 -4.03486  0.1329
C: -1.33683 -4.10011 2.16893  -0.4005
C: -1.07655 -2.70810 -1.14702  -0.1654
H: 3.17999 2.70434 1.97832  0.1655
H: 0.96010 3.79261 -2.68313  0.1281
N: -0.83354 1.45708 1.03227  -0.0041
C: -0.69023 2.56826 -3.36300  -0.1292
C: 1.37490 1.68300 -2.60192  -0.1414
C: -0.87039 -1.23157 -2.90422  -0.0824
H: -0.89698 1.88948 -4.19237  0.1225
H: 4.51261 0.02406 1.70540  0.1131
H: 0.29677 -0.19917 2.81920  0.0667
H: 1.24904 3.05841 -4.26452  0.1352
C: 0.79785 2.89887 -3.28778  -0.1247
N: -0.46811 -1.84414 1.00406  0.0276
H: -1.33468 -1.94352 -4.85274  0.1305
F: 2.32693 -2.18077 -0.21991  0.0973
H: 1.53880 0.84841 -3.28611  0.1301
N: -1.71208 -5.24027 2.72632  0.2184
H: -2.27040 3.86865 3.67483  0.1282
C: -1.27738 -2.19655 -3.80406  0.0084
H: -1.21236 2.62011 -1.25037  0.1205
N: -0.98016 -3.08768 2.95426  0.1974
F: 1.77020 -1.69815 -2.24359  0.0938
N: -0.28889 -0.94198 3.15999  0.2060
C: -1.87363 3.19269 2.92949  -0.0093
O: 1.64367 0.01327 1.46394  -0.1251
C: 1.30826 2.65719 0.93835  -0.0799
H: -1.71243 -4.68445 -1.55966  0.1299
H: 1.48199 3.72778 0.84308  0.1461
C: -0.07092 2.44037 1.54145  -0.2457
C: -2.67522 2.21827 2.35702  -0.0185
C: 2.55473 0.78686 1.83708  -0.4577
H: -1.31286 3.45094 -3.49073  0.1326
H: -0.30965 -1.13766 4.14836  0.1323
N: -1.37516 -4.03151 0.81038  0.2086
H: -1.96276 -6.02431 2.14844  0.1300
H: -2.69722 0.57700 0.97633  0.1187
N: 2.42737 2.10213 1.68434  0.1278
H: -1.70626 1.11826 -2.05058  0.1094
N: -0.77538 -1.46775 -1.59066  -0.0527
O: 0.33264 1.29073 -1.63912  -0.3724
C: -0.95156 1.90222 -2.02573  -0.1616
H: -0.60774 -0.24190 -3.24107  0.1005
C: 3.78358 0.24597 2.48795  0.0540
H: 2.29070 1.86537 -2.04772  0.1219
H: 1.31261 2.23097 -0.06015  0.0870
Ir: 0.18503 -0.32459 -0.21870  1.4360
C: -0.55692 -1.98082 2.36631  -0.3927
C: -0.94972 -2.91280 0.31391  -0.2564
C: -1.48380 -3.72089 -1.99037  0.0437
C: 1.83585 -1.19670 -0.99358  -0.6374
C: -1.58453 -3.46702 -3.34878  0.0129
C: -2.11122 1.37176 1.42144  -0.1180
C: -0.55818 3.30854 2.50487  0.0136
H: -1.69321 -5.33626 3.72793  0.1318

## Properties
**Net charge**: +2
**Spin multiplicity**: 1
**Frontier orbital gap**: 8.69 eV
**Relative energy (zero: lowest compared OMol25 entry of this formula, charge and spin)**: 1.066 eV

Entry 6:
Density functional theory data (ωB97M-V/def2-TZVPD) for a molecular structure, C21H26MoNO2PS3 at a distorted geometry.

Each line ends with the Löwdin charge.
Positions of all 55 atoms, in Å:
H: -3.83211 -1.98296 4.77378  0.0973
H: -4.67295 -2.85797 2.63219  0.0941
C: 5.46124 -0.10517 -2.02750  -0.0801
H: -4.87754 0.98039 3.03680  0.1353
C: 0.21488 5.04589 -3.80842  -0.0512
C: 3.10921 -4.29676 -0.68037  -0.2426
H: 1.81738 -4.64854 1.05087  0.1020
H: 5.43255 -1.82355 -3.28772  0.1332
C: -1.27870 3.20341 -0.81705  -0.4718
C: -1.95139 -2.10708 2.99436  -0.0403
H: 4.77336 0.66342 -1.58253  0.0732
H: 4.07540 -0.63646 -3.61408  0.1207
N: -0.99137 2.02214 -0.28400  -0.1261
C: -3.65275 -0.96954 4.35859  -0.0720
H: -4.60978 -0.36228 4.54526  0.1042
S: 2.24646 1.41868 0.71649  -0.0318
C: 4.70826 -1.11933 -2.85993  -0.2511
S: 1.00381 -0.64244 -2.06539  0.2073
O: 3.80128 -1.94994 -2.10971  -0.3634
P: 2.75512 -1.63240 -0.95872  0.7502
H: 2.18544 4.70386 -4.64233  0.1220
O: 2.20241 -3.15128 -0.78687  -0.3710
C: -4.05246 1.12952 2.27842  -0.0052
H: -2.18225 -3.08213 3.46723  0.0947
H: 6.20580 0.39820 -2.67952  0.0992
C: -2.99667 0.16792 2.23902  -0.1598
H: 6.01394 -0.62835 -1.23735  0.0872
C: -3.23655 -1.17962 2.92339  -0.5418
C: -3.97774 2.29408 1.55938  -0.0694
H: -4.15447 -2.19354 1.14902  0.0858
H: -1.60650 -2.37131 2.01085  0.0643
H: -1.73387 5.15751 -2.87545  0.1255
S: -2.47539 4.12937 0.08661  1.1721
H: -4.80989 2.92344 1.54664  0.1004
H: 4.12102 -3.93112 -0.97101  0.1145
Mo: 0.82850 1.30509 -0.86270  0.6347
C: -4.39057 -1.88644 2.17396  -0.0460
C: 2.88594 -4.84624 0.72338  -0.0760
H: -5.29711 -1.26552 2.11578  0.0847
H: -2.86928 -0.45525 4.89800  0.0867
H: -0.02789 5.89084 -4.44140  0.1090
C: -1.81650 1.68387 0.79532  -0.2585
C: -0.75601 4.62069 -2.83669  -0.0162
C: 0.77887 2.89856 -2.20914  -0.2650
C: -0.46813 3.56180 -1.97439  -0.2588
H: 2.71303 -4.97743 -1.47379  0.1417
H: -1.19329 -1.65096 3.57776  0.0710
H: -1.08398 -0.30253 1.25372  0.1116
C: -1.89669 0.42227 1.45692  0.0519
C: 1.69617 3.22236 -3.18724  -0.1024
H: 3.60106 -4.44329 1.48247  0.0881
C: -2.80773 2.62854 0.91701  -0.4692
C: 1.40159 4.35774 -3.93960  -0.0839
H: 2.60960 2.61644 -3.29873  0.1032
H: 3.05723 -5.94659 0.74842  0.0877

## Properties
**Expectation value of S²**: 3.776
**Net charge**: +1
**Spin multiplicity**: 4
**Frontier orbital gap (spin up / spin down)**: 5.95 / 4.58 eV
**Relative energy (zero: lowest compared OMol25 entry of this formula, charge and spin)**: 0.000 eV